Formula: C3H3N3O
Source: OMol25
Level of theory: the ωB97M-V functional and the def2-TZVPD basis

XYZ file:
```
10
C3H3N3O | OMol25 | the ωB97M-V functional and the def2-TZVPD basis
H -0.266 -1.195 2.355
N -0.148 -0.092 2.307
C -0.098 -0.091 1.051
N -0.068 1.210 0.411
C 0.248 1.346 -0.727
N 0.507 0.281 -1.574
C -0.046 -0.875 -1.225
O -0.412 -1.244 0.179
H 0.297 2.487 -0.966
H -0.013 -1.826 -1.812
```

Lowest unoccupied orbital energy, eV: -0.40
E_HOMO, eV: -10.163
SMILES string: [H]/N=c1/ncnco1
DFT total energy, eV: -9674.4282
Energy above the lowest of the compared OMol25 structures with the same formula, charge and spin, kJ/mol: 291.97
Multiplicity: 1
Net charge: 0

---

Formula: C6H13NO
Source: OMol25
Level of theory: the ωB97M-V functional and the def2-TZVPD basis

XYZ file:
```
21
C6H13NO | OMol25 | the ωB97M-V functional and the def2-TZVPD basis
C -1.059 -0.453 -1.181
C -0.502 -0.322 0.022
C -1.002 -1.086 1.214
C 1.103 0.123 0.107
C 1.963 -1.131 0.012
N 1.502 1.093 -0.840
H -1.952 -1.042 -1.335
H -0.702 0.096 -2.040
H -0.617 -0.658 2.140
H -0.684 -2.125 1.177
H -2.090 -1.065 1.261
H 1.174 0.565 1.106
H 1.717 -1.838 0.799
H 1.817 -1.619 -0.950
H 3.010 -0.850 0.109
H 0.865 1.902 -0.834
H 1.544 0.713 -1.780
C -1.482 1.834 0.226
O -0.853 2.615 -0.479
H -2.509 1.533 -0.029
H -1.244 1.713 1.298
```

Lowest unoccupied orbital energy, eV: 0.47
E_HOMO, eV: -8.912
SMILES string: C=C(C)[C@@H](C)N.C=O
DFT total energy, eV: -9968.3295
Energy above the lowest of the compared OMol25 structures with the same formula, charge and spin, kJ/mol: 274.49
Multiplicity: 1
Net charge: 0

---

Formula: C41H81F6N5O24S2
Source: OMol25
Level of theory: the ωB97M-V functional and the def2-TZVPD basis

XYZ file:
```
159
C41H81F6N5O24S2 | OMol25 | the ωB97M-V functional and the def2-TZVPD basis
O 3.471 0.880 1.931
H 3.755 1.420 1.135
H 2.795 0.152 1.706
H 3.016 1.484 2.582
C 3.243 -2.819 1.703
F 4.028 -3.807 1.326
F 2.303 -3.217 2.547
F 4.008 -1.919 2.348
S 2.422 -1.965 0.233
O 3.504 -1.381 -0.507
O 1.636 -2.977 -0.421
N 1.599 -0.680 1.004
S 0.304 -0.498 0.095
O 0.545 -0.063 -1.248
O -0.584 -1.628 0.264
C -0.601 0.914 0.963
F 0.228 1.952 1.144
F -1.634 1.224 0.208
F -1.042 0.416 2.108
C -5.126 -1.193 2.740
O -4.587 -0.308 3.676
C -4.315 0.958 3.072
C -3.933 2.080 4.038
N -4.996 2.443 4.975
C -4.641 3.579 5.817
C -3.630 3.191 6.920
O -4.347 2.541 7.955
C -5.074 3.373 8.822
H -4.388 -1.567 2.022
H -6.012 -0.856 2.184
H -5.554 -1.998 3.343
H -5.200 1.233 2.485
H -3.547 0.814 2.304
H -3.849 2.939 3.363
H -2.926 1.829 4.391
H -5.099 1.592 5.521
H -5.497 3.982 6.356
H -4.251 4.440 5.268
H -3.078 4.090 7.227
H -2.830 2.546 6.558
H -5.401 2.792 9.682
H -6.012 3.754 8.401
H -4.484 4.243 9.122
C -4.937 -9.874 -3.850
O -4.938 -8.863 -2.871
C -3.662 -8.358 -2.576
C -3.895 -7.004 -1.855
N -2.684 -6.788 -1.082
C -2.363 -5.495 -0.454
C -0.881 -5.600 -0.018
O -0.873 -6.350 1.176
C 0.270 -6.250 2.034
H -4.579 -10.835 -3.466
H -4.442 -9.673 -4.805
H -5.999 -9.986 -4.088
H -3.146 -8.147 -3.522
H -3.134 -9.101 -1.964
H -4.749 -7.039 -1.165
H -4.084 -6.142 -2.494
H -2.561 -7.394 -0.279
H -3.072 -5.154 0.306
H -2.331 -4.670 -1.174
H -0.408 -4.618 0.121
H -0.276 -5.993 -0.843
H 0.212 -7.115 2.695
H 0.110 -5.328 2.591
H 1.183 -6.433 1.466
C -0.364 3.959 -6.252
O -0.528 3.399 -4.921
C -1.880 3.401 -4.512
C -1.918 3.224 -3.013
N -1.362 4.412 -2.334
C -1.015 4.106 -0.963
C -2.147 3.967 0.073
O -2.657 5.264 0.394
C -4.023 5.277 0.769
H 0.723 3.914 -6.278
H -0.903 4.906 -6.246
H -0.733 3.325 -7.063
H -2.430 2.598 -5.014
H -2.389 4.362 -4.678
H -1.238 2.390 -2.820
H -2.950 2.897 -2.829
H -2.069 5.141 -2.369
H -0.278 4.860 -0.657
H -0.359 3.232 -0.979
H -1.734 3.501 0.963
H -2.972 3.547 -0.509
H -4.212 5.246 1.847
H -4.555 4.443 0.307
H -4.463 6.228 0.469
C 4.037 2.389 -1.166
O 4.122 2.652 0.233
C 3.770 4.022 0.526
C 3.963 4.370 2.035
N 3.052 3.732 2.968
C 3.513 4.032 4.332
C 2.592 3.332 5.378
O 2.444 1.979 4.984
C 1.622 1.185 5.775
H 3.002 2.534 -1.478
H 4.347 1.384 -1.451
H 4.788 3.016 -1.655
H 2.802 4.380 0.163
H 4.500 4.611 -0.037
H 3.866 5.464 1.910
H 5.024 4.351 2.286
H 2.161 4.200 2.821
H 3.479 5.107 4.527
H 4.504 3.600 4.467
H 1.617 3.825 5.411
H 3.081 3.321 6.352
H 1.494 0.114 5.600
H 0.584 1.522 5.645
H 1.915 1.237 6.832
C 4.389 0.427 -4.771
C 3.208 0.535 -3.989
C 2.451 1.681 -4.060
C 2.815 2.780 -4.872
C 3.994 2.685 -5.570
C 4.686 1.466 -5.634
O 5.732 1.316 -6.514
O 1.265 1.681 -3.401
H 5.112 -0.372 -4.694
H 3.040 -0.227 -3.238
H 2.159 3.635 -4.785
H 4.256 3.458 -6.285
H 5.532 1.622 -7.400
H 0.791 2.517 -3.529
C 6.665 -0.542 -0.873
C 7.367 -1.492 0.105
O 7.066 -1.038 1.399
C 6.589 0.207 1.310
O 6.324 0.894 2.257
O 6.275 0.520 0.045
H 5.922 -1.044 -1.491
H 7.350 -0.059 -1.569
H 8.429 -1.567 -0.143
H 6.980 -2.514 0.071
C 3.309 -3.507 -3.423
C 3.086 -4.971 -3.777
O 3.904 -5.135 -4.905
C 4.721 -4.070 -5.100
O 5.602 -4.096 -5.903
O 4.468 -3.134 -4.173
H 3.469 -3.433 -2.352
H 2.573 -2.829 -3.861
H 2.029 -5.156 -3.977
H 3.378 -5.628 -2.954
C -4.694 -0.677 -1.189
C -4.852 -0.205 -2.639
O -4.911 -1.420 -3.376
C -4.776 -2.481 -2.552
O -4.911 -3.621 -2.856
O -4.550 -2.073 -1.302
H -5.553 -0.440 -0.559
H -3.794 -0.341 -0.669
H -4.050 0.381 -3.102
H -5.648 0.531 -2.788
```

Lowest unoccupied orbital energy, eV: 0.02
E_HOMO, eV: -7.793
DFT total energy, eV: -138386.4077
Multiplicity: 1
Net charge: 0

---

Formula: C8H17NO8PS2
Source: OMol25
Level of theory: the ωB97M-V functional and the def2-TZVPD basis

XYZ file:
```
37
C8H17NO8PS2 | OMol25 | the ωB97M-V functional and the def2-TZVPD basis
C 4.367 0.643 -0.353
C 3.305 -0.311 -0.909
C 2.152 -0.478 0.075
C 0.880 -1.038 -0.563
C -0.256 -1.154 0.469
C -1.561 -0.458 0.155
S -2.320 -0.004 1.808
O -2.523 -1.292 -0.562
S -3.710 -0.369 -1.092
O -4.892 -0.571 -0.341
O -3.744 -0.476 -2.513
O -3.056 1.052 -0.723
C -1.612 0.803 -0.681
P -0.503 2.222 -0.210
C -1.754 3.543 0.033
O 0.132 2.586 -1.698
H 5.316 0.564 -0.885
H 4.014 1.676 -0.392
H 4.555 0.415 0.699
H 3.782 -1.282 -1.063
H 2.939 0.086 -1.859
H 1.914 0.481 0.548
H 2.442 -1.158 0.881
H 0.609 -0.390 -1.404
H 1.116 -2.018 -0.983
H -0.529 -2.211 0.549
H 0.079 -0.874 1.461
H -2.160 -1.239 2.336
H -1.401 0.513 -1.720
H -1.355 4.452 -0.418
H -1.854 3.712 1.106
H -2.726 3.327 -0.404
H -0.492 2.470 -2.429
N -0.284 -3.314 2.777
O 0.107 -4.216 2.012
O 0.509 -2.427 3.157
O -1.484 -3.265 3.134
```

Lowest unoccupied orbital energy, eV: 2.39
E_HOMO, eV: -5.000
DFT total energy, eV: -57399.2934
Multiplicity: 1
Net charge: -1

---

Formula: C46H39Br12N7O14
Source: OMol25
Level of theory: the ωB97M-V functional and the def2-TZVPD basis

XYZ file:
```
118
C46H39Br12N7O14 | OMol25 | the ωB97M-V functional and the def2-TZVPD basis
C -4.254 -7.078 -2.311
Br -3.659 -6.733 -0.504
Br -2.975 -6.331 -3.600
Br -6.035 -6.303 -2.588
H -4.327 -8.133 -2.524
C 0.060 -6.267 4.015
Br -1.232 -7.590 4.684
Br 0.350 -4.823 5.258
Br -0.572 -5.652 2.294
H 0.976 -6.828 3.906
C 1.854 -5.655 -2.089
Br 2.935 -5.566 -0.481
Br 0.422 -6.951 -1.865
Br 2.872 -5.972 -3.696
H 1.470 -4.651 -2.227
C -7.024 -0.488 -1.095
Br -6.619 1.306 -1.728
Br -5.888 -1.821 -1.979
Br -8.906 -0.969 -1.415
H -6.831 -0.584 -0.037
C -0.167 -1.764 2.802
C 0.535 -1.276 3.901
C -0.148 -1.076 5.104
C -1.468 -1.473 5.173
C -2.175 -1.929 4.058
C -1.526 -2.079 2.860
N -2.201 -1.289 6.426
O -1.880 -0.387 7.167
O -3.130 -2.044 6.636
H 0.476 -1.894 1.941
H 1.565 -1.001 3.729
H 0.373 -0.626 5.938
H -3.222 -2.167 4.187
H -2.098 -2.275 1.962
C -0.846 -3.771 -0.739
C -2.058 -3.450 -1.347
C -2.286 -2.142 -1.721
C -1.302 -1.196 -1.465
C -0.103 -1.486 -0.857
C 0.127 -2.809 -0.495
N -1.584 0.186 -1.900
O -0.663 0.965 -1.970
O -2.733 0.485 -2.144
H -0.654 -4.797 -0.454
H -2.851 -4.176 -1.434
H -3.285 -1.817 -1.976
H 0.616 -0.696 -0.692
H 1.049 -3.106 -0.015
C 4.500 -2.340 4.285
C 4.249 -3.301 3.322
C 3.878 -2.891 2.051
C 3.803 -1.531 1.738
C 4.215 -0.587 2.679
C 4.463 -0.982 3.979
N 3.384 -1.120 0.401
O 3.378 -1.972 -0.459
O 3.057 0.038 0.245
H 4.750 -2.657 5.290
H 4.407 -4.350 3.523
H 3.444 -3.631 1.385
H 4.315 0.458 2.415
H 4.692 -0.265 4.754
C -0.355 1.553 1.942
C -1.667 1.915 1.773
C -2.276 2.869 2.586
C -1.498 3.452 3.570
C -0.156 3.139 3.721
C 0.403 2.112 2.985
N -2.125 4.461 4.432
O -1.415 5.118 5.154
O -3.327 4.601 4.347
H 0.123 0.849 1.277
H -2.284 1.492 0.988
H -3.267 3.254 2.399
H 0.470 3.707 4.397
H 1.462 1.893 2.956
C 6.803 0.326 -5.244
C 6.439 -0.947 -5.637
C 5.285 -1.563 -5.129
C 4.545 -0.853 -4.209
C 4.861 0.458 -3.896
C 5.988 1.085 -4.400
N 3.324 -1.443 -3.657
O 3.251 -2.649 -3.636
O 2.467 -0.684 -3.248
H 7.696 0.823 -5.604
H 7.061 -1.445 -6.368
H 5.033 -2.534 -5.528
H 4.306 1.004 -3.148
H 6.168 2.132 -4.213
C 1.184 4.243 -2.024
C 1.260 5.590 -2.367
C 1.515 5.952 -3.686
C 1.457 4.995 -4.683
C 1.309 3.656 -4.351
C 1.234 3.288 -3.014
N 1.591 5.336 -6.107
O 2.008 6.435 -6.391
O 1.277 4.487 -6.912
H 1.179 4.004 -0.966
H 1.250 6.362 -1.610
H 1.767 6.979 -3.916
H 1.431 2.928 -5.142
H 1.404 2.235 -2.836
C -2.520 4.038 -0.576
C -2.215 5.232 0.062
C -3.234 5.924 0.691
C -4.561 5.527 0.549
C -4.866 4.358 -0.116
C -3.840 3.600 -0.657
N -5.607 6.330 1.193
O -5.273 7.072 2.081
O -6.730 6.194 0.767
H -1.774 3.412 -1.051
H -1.192 5.563 0.167
H -3.049 6.786 1.320
H -5.894 4.025 -0.195
H -3.941 2.636 -1.139
```

Lowest unoccupied orbital energy, eV: -1.24
E_HOMO, eV: -9.811
DFT total energy, eV: -927919.3809
Energy above the lowest of the compared OMol25 structures with the same formula, charge and spin, kJ/mol: 0.00
Multiplicity: 1
Net charge: 0

---

Formula: C36H64BN6OSSr
Source: OMol25
Level of theory: the ωB97M-V functional and the def2-TZVPD basis

XYZ file:
```
110
C36H64BN6OSSr | OMol25 | the ωB97M-V functional and the def2-TZVPD basis
Sr 0.180 -0.386 1.625
N 1.059 -2.905 1.919
C 0.658 -3.335 3.273
C 1.359 -2.471 4.301
N 0.838 -1.090 4.286
C 1.894 -0.157 4.708
C 1.547 1.313 4.554
N 1.163 1.628 3.165
C -0.375 -1.000 5.122
C -1.464 -0.070 4.606
N -1.946 -0.508 3.282
H 2.046 -3.113 1.791
H 0.554 -3.485 1.235
H -0.425 -3.210 3.362
H 0.869 -4.392 3.452
H 1.287 -2.908 5.305
H 2.422 -2.440 4.050
H 2.195 -0.347 5.749
H 2.770 -0.364 4.084
H 0.743 1.596 5.234
H 2.417 1.892 4.874
H 0.506 2.404 3.141
H 1.964 1.987 2.647
H -0.808 -2.001 5.189
H -0.113 -0.712 6.149
H -2.265 -0.040 5.350
H -1.088 0.944 4.500
H -2.391 -1.418 3.363
H -2.673 0.123 2.956
C -0.594 -5.720 -3.465
C -0.537 -5.767 -1.945
S -1.006 -4.196 -1.198
O -0.739 -4.352 0.278
C 0.321 -3.148 -1.827
C 1.724 -3.673 -1.571
H -0.472 -6.725 -3.869
H 0.196 -5.095 -3.882
H -1.552 -5.333 -3.813
H 0.445 -6.039 -1.556
H -1.261 -6.473 -1.538
H 0.141 -2.188 -1.334
H 0.116 -2.978 -2.885
H 1.815 -4.088 -0.566
H 2.444 -2.862 -1.677
H 2.003 -4.452 -2.280
C 3.391 1.291 0.127
C 3.193 2.752 -0.292
C 3.003 2.854 -1.806
C 2.140 3.449 0.561
C 2.608 4.250 1.607
C 1.743 4.931 2.445
C 0.375 4.824 2.249
C -0.139 4.036 1.224
C -1.642 3.907 1.028
C -2.428 5.135 1.481
C -2.165 2.653 1.737
C 0.752 3.340 0.385
N 0.213 2.570 -0.682
B -0.040 1.127 -0.767
N -0.611 1.054 -2.111
C -0.706 2.323 -2.692
C -0.216 3.233 -1.838
C -1.097 -0.064 -2.842
C -2.271 -0.712 -2.436
C -2.753 -1.768 -3.206
C -2.108 -2.157 -4.364
C -0.945 -1.509 -4.758
C -0.410 -0.472 -4.002
C 0.925 0.152 -4.369
C 2.038 -0.507 -3.547
C 1.248 0.086 -5.859
C -3.030 -0.281 -1.197
C -2.924 -1.342 -0.098
C -4.496 0.035 -1.494
H 4.247 0.859 -0.395
H 2.501 0.710 -0.135
H 3.585 1.205 1.202
H 4.127 3.272 -0.059
H 2.199 2.210 -2.159
H 3.926 2.549 -2.304
H 2.779 3.876 -2.111
H 3.679 4.358 1.741
H 2.133 5.565 3.231
H -0.296 5.381 2.889
H -1.824 3.767 -0.038
H -2.418 5.251 2.567
H -3.470 5.038 1.176
H -2.029 6.048 1.039
H -1.952 2.699 2.812
H -1.698 1.764 1.302
H -3.247 2.561 1.614
H -1.123 2.473 -3.676
H -0.124 4.300 -1.959
H -3.660 -2.279 -2.905
H -2.515 -2.956 -4.971
H -0.448 -1.821 -5.667
H 0.897 1.205 -4.086
H 2.131 -1.564 -3.810
H 1.826 -0.426 -2.478
H 2.998 -0.025 -3.744
H 1.443 -0.937 -6.190
H 2.148 0.666 -6.067
H 0.437 0.490 -6.465
H -2.559 0.630 -0.829
H -3.465 -2.252 -0.364
H -3.347 -0.969 0.839
H -1.882 -1.642 0.070
H -5.038 -0.844 -1.847
H -4.579 0.810 -2.257
H -4.998 0.391 -0.591
```

Lowest unoccupied orbital energy, eV: -1.96
E_HOMO, eV: -9.016
DFT total energy, eV: -61705.0700
Energy above the lowest of the compared OMol25 structures with the same formula, charge and spin, kJ/mol: 3.62
Multiplicity: 1
Net charge: +1